Density functional theory data (ωB97M-V/def2-TZVPD) for C21H9Cl2N2O11W as an isolated structure in a non-equilibrium geometry.

Values from the calculation:
E_HOMO (alpha / beta) = -3.71 / -3.71 eV
net charge = -1
energy = -74304.202 eV
HOMO-LUMO gap (alpha / beta) = 5.27 / 5.27 eV

Each line ends with the Löwdin charge.
Geometry (Å):
1 H 3.997659 -4.591733 1.951375  0.1022
2 C 3.365881 -0.880122 -0.862800  -0.5547
3 O 0.184659 -0.403040 -2.186970  -0.1214
4 C 0.453533 1.906032 -2.277590  -0.1353
5 C 1.366245 -2.510974 1.649358  -0.1573
6 H -2.117302 -3.267809 -0.275728  0.1497
7 H 4.804360 -3.035243 0.130963  0.1223
8 C -4.683516 0.565532 1.023744  -0.1138
9 C 3.374918 -3.785492 1.585906  -0.0509
10 O -0.561948 -2.704664 3.030994  0.0860
11 C 1.250163 2.368505 1.217858  -0.5566
12 H -4.245033 -2.776063 0.621949  0.1185
13 C -4.962884 -0.816985 1.010653  -0.6590
14 C 0.947801 2.778829 -0.203755  -0.1464
15 C 0.069715 -2.045558 2.229240  -0.5612
16 O -0.595980 -2.027777 -0.445912  -0.0967
17 C -1.784474 -2.227506 -0.182744  -0.1323
18 C 0.955138 4.061666 -0.692787  0.0803
19 H -5.441200 1.270755 1.336248  0.1053
20 C -3.456470 1.016158 0.644460  -0.5597
21 C 3.826082 -2.937487 0.582658  0.0146
22 Cl -6.552477 -1.356919 1.500838  0.6280
23 O 4.425820 -0.869747 -1.461706  0.0629
24 C 3.011577 -1.922411 0.140384  -0.1472
25 Cl -3.109356 2.710934 0.646085  0.7199
26 C -2.424223 0.113807 0.252260  -0.3382
27 H 0.254186 3.248141 -3.921335  0.1362
28 H 0.861563 6.140143 -1.945875  0.1092
29 O -0.268058 -0.878083 1.760282  -0.1369
30 H 1.730124 -4.139839 2.953468  0.1214
31 C -2.742387 -1.271038 0.234730  -0.1138
32 H 1.166353 4.882453 -0.017074  0.1319
33 O -1.296575 0.557689 -0.116293  -0.1704
34 O 1.481802 3.201674 2.074099  0.0671
35 C 0.174399 0.601612 -2.990560  -0.5571
36 O 2.413072 -0.012776 -0.948745  -0.1241
37 C 0.696911 4.244910 -2.047495  -0.2726
38 W 0.505638 -0.262047 -0.080983  1.8360
39 C 2.126312 -3.551679 2.136666  0.0099
40 O 0.685013 5.474743 -2.620589  0.0730
41 O -0.034698 0.591162 -4.189267  0.0706
42 N 0.694432 1.750401 -0.985176  0.0262
43 O 1.242844 1.090072 1.340635  -0.1128
44 N 1.785196 -1.732673 0.640210  0.0093
45 C -4.023117 -1.715039 0.621360  -0.0563
46 C 0.448302 3.147499 -2.863049  0.0940

Force components x, y, z for each atom (eV/Å):
H -0.008 0.011 -0.018
C 0.137 -0.017 0.009
O -0.036 -0.231 0.074
C -0.039 -0.065 -0.036
C -0.118 -0.101 0.072
H -0.138 0.029 -0.002
H -0.019 0.030 0.007
C -0.120 -0.129 0.027
C 0.098 -0.024 -0.028
O 0.061 0.063 0.030
C -0.040 0.107 -0.003
H 0.015 0.042 -0.020
C -0.232 0.119 0.087
C 0.107 0.002 0.178
C -0.147 -0.104 0.005
O 0.402 -0.685 0.002
C -0.673 -0.214 -0.071
C 0.019 0.290 -0.053
H -0.019 -0.029 0.004
C -0.043 -0.003 -0.055
C 0.168 -0.125 -0.033
Cl 0.089 0.064 -0.020
O -0.004 -0.018 0.025
C 0.251 0.033 -0.084
Cl 0.038 -0.062 -0.016
C -0.299 -0.274 -0.236
H 0.003 -0.009 0.018
H 0.001 -0.032 -0.024
O -0.105 -0.027 -0.162
H -0.024 0.023 -0.021
C -0.245 0.127 0.146
H 0.004 -0.032 -0.010
O -1.240 0.974 0.367
O 0.030 -0.003 -0.035
C -0.020 0.009 -0.071
O 0.051 0.105 -0.159
C 0.033 0.112 0.061
W 2.204 0.896 -0.382
C -0.072 -0.080 0.113
O -0.006 0.017 0.040
O -0.019 -0.022 0.070
N -0.223 -0.393 -0.019
O 0.282 -0.134 0.210
N -0.146 -0.074 0.157
C 0.043 -0.202 -0.011
C -0.002 0.033 -0.132



Density functional theory data (ωB97M-V/def2-TZVPD) for C34H39F5N8O6S2Ta as an isolated structure in a non-equilibrium geometry.

Values from the calculation:
E_HOMO = -16.18 eV
net charge = +3
energy = -96882.966 eV
ΔE to the lowest compared entry with this formula, charge and spin = 1.287 eV
HOMO-LUMO gap = 6.50 eV

Each line ends with the Löwdin charge.
Geometry (Å):
1 H -4.493326 -6.074312 2.627445  0.1290
2 H -1.774892 5.403359 3.260885  0.1337
3 C -2.533390 -3.006223 1.377561  -0.1814
4 H 6.061690 0.120740 -1.493573  0.1166
5 C -3.164854 3.178226 0.322363  -0.0139
6 O -0.593314 -1.153371 -1.436411  -0.3678
7 H 0.110076 -4.082368 2.843892  0.1982
8 C -5.723985 0.459877 2.107317  -0.1283
9 C -4.689805 0.158730 1.253595  -0.2343
10 C 4.434734 0.194122 0.493079  0.0290
11 C 1.944614 0.724634 -2.052604  -0.0683
12 F -5.524952 0.556495 3.409377  0.1671
13 O 6.870935 2.332270 0.084253  -0.3236
14 C 5.582947 0.702137 -2.278514  -0.1092
15 N -0.606173 2.804099 2.763523  0.2278
16 C 3.624979 0.470036 -0.720681  -0.2804
17 H 8.303658 5.824300 -1.438082  0.0903
18 N -0.605969 -3.579048 2.338414  0.2269
19 H 1.533469 -1.791317 2.309358  0.1491
20 C -3.689822 4.424676 0.603564  -0.0284
21 C -0.290719 -3.450987 -2.055635  -0.0159
22 H -4.362756 -2.459743 0.342183  0.0716
23 C 7.649076 4.970904 -1.270822  -0.1030
24 H 0.143788 -4.130821 -2.789044  0.1103
25 C -1.635254 3.538147 2.164999  -0.1477
26 C 8.413957 3.695736 -1.579488  -0.2864
27 C -3.922489 -5.221150 2.288542  -0.0253
28 C -0.426474 -2.451190 1.672171  -0.2879
29 C -7.187003 0.564982 0.184725  -0.1187
30 H 1.108512 -1.808487 -2.327271  0.1347
31 C -0.456677 -1.604452 -3.805353  -0.0103
32 F -7.991771 0.974928 2.342216  0.1985
33 C 6.196727 2.104519 -2.404856  -0.1951
34 F -8.381657 0.770555 -0.321565  0.1884
35 H -1.369850 -3.609939 -2.049664  0.1007
36 H 3.821728 0.368734 1.376393  0.0775
37 H -4.508176 4.801793 0.005320  0.1257
38 O -1.080892 1.535045 -1.422049  -0.3145
39 C -3.864481 -3.154830 0.998555  -0.0132
40 C -1.934190 -3.978592 2.177473  -0.1542
41 N 3.132923 1.218302 -4.182006  -0.3150
42 F -6.318762 0.145035 -1.950954  0.1384
43 H -1.925702 2.784868 -2.849574  0.1116
44 C -0.506092 1.641788 2.132928  -0.2622
45 C 3.073219 0.878006 -2.787219  -0.1220
46 N -1.388561 1.531430 1.139535  -0.0344
47 H -0.046334 -2.282446 -4.554403  0.1134
48 H 7.319897 4.985532 -0.233755  0.0791
49 N -1.550784 -2.023607 1.080780  -0.0120
50 H 0.935091 0.780777 -2.407865  0.0703
51 S -3.512885 -0.437361 -1.152927  0.8164
52 H -5.568937 -4.414721 1.177263  0.1261
53 H 9.324108 3.598561 -0.983108  0.1191
54 C 0.048025 -2.032299 -2.449668  -0.3891
55 H 5.480799 2.888983 -2.164163  0.1097
56 H 6.781802 5.091117 -1.921337  0.0751
57 N 4.146395 0.719166 -1.945328  0.0718
58 H 1.386005 0.798124 2.767502  0.1483
59 H -2.029480 1.035059 -3.189452  0.0729
60 O 8.382812 1.076483 -1.442316  -0.2846
61 H 1.370456 -2.107598 0.582079  0.1398
62 C -1.394760 1.836454 -2.827463  -0.0137
63 H -0.056526 3.091056 3.561654  0.1982
64 H -0.527002 2.246830 -1.072385  0.1201
65 H -0.058981 -0.119620 3.204680  0.1523
66 N 2.289549 0.464237 -0.761454  0.0876
67 C -2.600030 -5.096760 2.658920  0.0272
68 C -6.122003 0.248285 -0.648393  -0.2205
69 H 5.707936 0.150651 -3.204525  0.1396
70 O 4.197532 1.576754 -4.629149  0.1416
71 H -1.544261 -1.673847 -3.861251  0.1000
72 S 7.530900 2.205356 -1.198483  0.6503
73 F -3.442651 -0.055329 1.750157  0.0174
74 Ta -1.416706 -0.252555 -0.123071  1.7012
75 C -3.193239 5.218425 1.649238  -0.0246
76 H -3.639703 6.186307 1.830671  0.1292
77 C 0.853569 -1.709112 1.459485  -0.0815
78 C 0.397648 0.491104 2.419741  -0.0624
79 O 2.050475 1.327965 -4.729590  0.0980
80 C -6.988004 0.670401 1.557520  -0.1065
81 C -2.117930 2.739764 1.129533  -0.2029
82 H -3.559276 2.574039 -0.484207  0.1013
83 N 0.476090 -0.310536 1.180801  -0.1656
84 C -2.153130 4.794027 2.451511  0.0309
85 H 5.313462 0.836985 0.553078  0.0668
86 H 6.586942 2.268004 -3.406823  0.1136
87 H 1.190262 0.093255 0.500263  0.0716
88 H -2.108693 -5.835049 3.277883  0.1330
89 C -4.852157 0.048108 -0.119728  -0.4747
90 H 4.774608 -0.844593 0.504259  0.1083
91 H -0.476193 1.892064 -3.407407  0.0884
92 H -0.129111 -0.598158 -4.065039  0.0718
93 H 8.706160 3.612706 -2.627232  0.1136
94 H 0.119529 -3.712741 -1.079337  0.0769
95 C -4.537196 -4.266996 1.465828  -0.0262

Force components x, y, z for each atom (eV/Å):
H 0.003 -0.002 0.001
H 0.005 0.005 -0.005
C 0.022 -0.046 -0.022
H 0.096 0.032 -0.022
C -0.002 -0.007 0.002
O 0.148 0.145 -0.055
H -0.023 -0.006 0.023
C -0.005 0.011 -0.073
C 0.063 -0.013 -0.136
C 0.019 -0.035 0.022
C 0.077 -0.032 -0.209
F 0.005 0.006 0.009
O -0.024 -0.030 0.030
C -0.029 0.051 -0.048
N -0.018 -0.101 0.041
C 0.079 -0.022 -0.146
H -0.009 0.008 0.002
N 0.043 0.026 -0.093
H -0.018 -0.006 0.016
C -0.005 -0.020 -0.019
C 0.061 -0.029 -0.134
H 0.001 0.008 0.029
C -0.043 -0.016 -0.002
H 0.009 -0.016 0.022
C -0.016 0.032 -0.031
C 0.023 -0.025 -0.004
C 0.033 -0.002 0.024
C 0.120 0.117 -0.111
C 0.033 0.015 0.031
H 0.024 -0.113 -0.105
C 0.060 -0.097 -0.063
F -0.014 -0.003 0.016
C 0.034 -0.036 0.077
F -0.019 -0.007 -0.006
H -0.004 0.028 -0.012
H 0.001 -0.020 0.007
H 0.007 0.006 -0.005
O 0.319 0.123 -0.181
C 0.000 0.019 -0.005
C -0.002 -0.013 0.022
N -0.242 1.550 0.436
F 0.002 -0.003 -0.006
H -0.009 -0.010 -0.038
C 0.024 -0.196 -0.084
C -0.019 -0.347 0.028
N 0.303 0.245 0.064
H 0.004 0.015 -0.015
H 0.012 0.005 0.001
N 0.007 -0.188 0.310
H 0.025 -0.038 0.023
S -0.260 -0.044 -0.052
H -0.003 0.006 0.007
H -0.020 -0.004 0.040
C -0.115 0.110 0.207
H -0.017 -0.005 -0.039
H -0.002 -0.002 0.004
N -0.059 -0.124 0.202
H -0.003 0.057 -0.040
H 0.003 0.004 0.011
O 0.030 -0.114 0.027
H -0.011 -0.005 -0.004
C -0.091 -0.039 0.108
H 0.009 0.022 -0.015
H -0.117 0.053 0.039
H 0.027 0.017 0.038
N 0.087 0.080 0.202
C -0.032 -0.002 -0.022
C 0.000 0.025 0.020
H -0.047 -0.008 -0.004
O 0.169 -0.537 -0.217
H -0.001 -0.006 0.029
S -0.094 0.181 -0.155
F -0.072 0.000 0.116
Ta -0.551 -0.197 -0.271
C 0.007 0.018 0.021
H 0.005 0.003 0.000
C -0.130 0.008 0.010
C -0.079 0.056 -0.003
O 0.021 -0.562 -0.214
C 0.014 -0.004 -0.034
C -0.087 -0.004 0.122
H 0.007 -0.001 -0.005
N -0.158 0.002 0.019
C -0.022 -0.018 -0.007
H 0.003 0.056 0.004
H 0.064 0.010 0.029
H 0.286 0.008 0.048
H -0.002 0.003 0.006
C 0.079 -0.031 0.187
H 0.013 0.014 -0.003
H 0.012 0.005 -0.015
H -0.007 0.006 0.014
H 0.007 -0.039 -0.001
H -0.010 0.019 0.014
C -0.018 0.017 -0.026